Density functional theory data (wB97M-V/def2-TZVPD) for a gas-phase ion, C5H9N2O (charge +1) at a distorted geometry.

Output
SMILES string = C/[NH+]=C1\OC=N[C@@H]1C
spin multiplicity = 1
charge = +1
relative energy (zero: lowest compared OMol25 entry of this formula, charge and spin) = 3.172 eV
LUMO level = -4.50 eV
frontier orbital gap = 10.66 eV

Each line ends with the natural charge from an NBO analysis.
Element x y z (Å)
C (1.395341, -0.542546, 0.635453)  0.03
H (1.853037, -1.270332, -1.493640)  0.26
O (0.092393, 1.349650, -0.318977)  -0.45
H (-2.266455, 1.110830, -1.008617)  0.23
C (1.435857, 1.542662, -0.220335)  0.40
C (-0.275806, 0.226412, 0.310511)  0.64
N (2.089250, 0.640884, 0.338491)  -0.40
H (1.788519, 2.447062, -0.810847)  0.25
C (1.603295, -1.620053, -0.428365)  -0.68
H (0.735394, -2.374316, -0.311520)  0.25
H (1.399277, -0.829390, 1.623493)  0.24
N (-1.545303, -0.181906, 0.361237)  -0.51
H (-2.771839, 1.528019, 0.567572)  0.23
H (-3.672027, 0.374917, -0.128666)  0.27
C (-2.592189, 0.689368, -0.032992)  -0.47
H (2.528425, -2.282245, -0.244700)  0.28
H (-1.797173, -0.809012, 1.161910)  0.45

Forces on atoms 1 to 3 (eV/Å):
-2.52 2.26 -3.24
-1.18 -0.12 1.63
-3.47 -1.27 0.52

Density functional theory data (wB97M-V/def2-TZVPD) for a molecular structure, C16H17Cl3N3OPRuS4SbSe2Si at a distorted geometry.

Output
spin multiplicity = 6
charge = -2
relative energy (zero: lowest compared OMol25 entry of this formula, charge and spin) = 2.062 eV
LUMO level (spin up / spin down) = 3.81 / 3.08 eV
<S²> = 8.8014
frontier orbital gap (spin up / spin down) = 5.25 / 5.27 eV

Each line ends with the Mulliken spin population.
Element x y z (Å)
H (-0.368009, -0.310469, 2.612498)  0.00
H (4.990008, -2.389838, 0.460150)  0.00
C (-4.799039, -0.463956, 1.135774)  0.00
N (1.828422, -1.321562, -2.291266)  0.02
C (-4.487300, 0.488354, 2.103452)  0.00
H (3.960313, 0.011580, -0.573519)  0.00
S (-0.487378, -1.575847, -7.033627)  0.15
H (-5.174806, 0.680700, 2.918662)  0.00
H (0.650951, 3.718729, 5.276271)  0.00
Cl (-0.660268, 2.371677, -6.114155)  0.01
Cl (-0.580598, 4.408266, -3.656283)  0.02
S (-1.638537, -1.550682, -3.403555)  0.52
Sb (0.950716, -0.928305, -5.405909)  0.08
C (-2.405213, 0.956950, 0.979271)  0.01
Cl (-2.722803, 1.897798, -3.577508)  0.05
S (-1.432726, -3.303452, -2.500869)  0.60
Si (-0.669354, 2.326503, -3.988965)  0.13
H (-3.067948, 1.951530, 2.767044)  0.00
C (3.920870, -2.565967, 0.352074)  0.00
H (3.770037, -3.645106, 0.391201)  0.00
N (1.504146, -3.289518, -1.113992)  0.01
H (-5.726713, -1.020451, 1.201189)  0.00
Ru (0.039218, 0.207772, -2.983467)  3.23
H (-4.148732, -1.426798, -0.678160)  0.01
C (-0.162677, 0.571373, 3.208815)  0.00
Se (-1.330500, 3.947602, 0.332574)  0.00
H (-2.040504, -0.178446, -0.801525)  -0.03
C (-3.921551, -0.696359, 0.088453)  0.00
C (3.929574, -0.723398, -1.382528)  0.00
Se (0.639189, 0.838961, -0.226446)  0.09
H (0.303585, -0.540207, 4.978857)  0.00
H (0.576773, -3.368549, -1.548832)  -0.01
H (-0.091632, 3.931385, 2.903737)  0.00
N (3.488576, -2.028485, -0.914020)  0.00
O (2.727844, 0.644700, -3.005463)  0.03
C (2.241528, -2.233466, -1.430721)  0.01
C (-3.300486, 1.198246, 2.023025)  0.00
C (0.417416, 2.831591, 4.699218)  0.00
C (0.515341, 1.578773, 5.284724)  0.00
C (2.803391, -0.362730, -2.329335)  -0.04
C (-2.727187, 0.012742, 0.015090)  0.00
C (-0.287049, 1.831786, 2.622205)  0.00
C (0.225669, 0.443736, 4.531683)  0.00
H (4.888646, -0.757224, -1.898767)  0.00
S (2.656889, -2.455202, -5.288847)  0.08
H (1.848069, -4.006443, -0.506518)  0.00
H (0.813617, 1.481738, 6.322162)  0.00
H (3.400753, -2.102785, 1.198003)  0.00
P (-0.870506, 1.954066, 0.875257)  0.01
C (0.009974, 2.958687, 3.372886)  0.00

Forces on atoms 1 to 3 (eV/Å):
-0.03 0.00 0.01
0.01 0.00 0.00
0.03 0.03 0.02

Density functional theory data (wB97M-V/def2-TZVPD) for a molecular structure, C20H32BN7O5RuSe2 at a distorted geometry.

Output
spin multiplicity = 6
charge = -1
relative energy (zero: lowest compared OMol25 entry of this formula, charge and spin) = 0.326 eV
LUMO level (spin up / spin down) = 2.42 / 1.57 eV
<S²> = 8.7634
frontier orbital gap (spin up / spin down) = 6.50 / 6.44 eV

Each line ends with the Mulliken spin population.
Element x y z (Å)
Se (-1.950654, 2.034186, -0.409737)  0.40
C (-3.783928, 1.736660, 2.044038)  -0.02
H (-3.855140, 3.281844, 0.503842)  0.01
B (1.910205, -1.224965, -1.606972)  -0.14
O (-2.001638, 2.535498, 3.646684)  0.00
C (0.078075, -2.327924, -3.049621)  0.00
C (3.013402, -2.689159, 1.617443)  0.01
C (1.018036, -2.862672, -4.086335)  0.00
H (0.445376, -3.389901, -4.848067)  0.00
C (1.414200, -1.545654, 3.340705)  0.00
N (1.342068, 1.691914, 2.791043)  -0.03
H (-3.076922, -1.757767, -0.203895)  0.00
O (-5.993543, 1.791800, 0.892402)  0.00
H (1.742951, -3.556065, -3.656221)  0.00
N (-0.600107, -1.244361, -1.218056)  0.18
C (-3.691891, 0.255248, 1.628949)  0.02
N (1.459992, -1.265335, 0.887787)  0.09
O (0.091675, 1.393909, 2.819805)  0.09
H (3.542735, -0.337629, -4.122783)  0.00
H (2.673635, -1.777831, -2.351863)  0.00
H (4.764514, -3.876982, -0.087810)  0.00
C (4.039416, 0.252880, -3.350876)  0.00
H (4.693381, -0.420171, -2.793306)  0.00
O (1.916153, 2.128544, 3.778950)  0.01
C (4.110502, -3.230565, -0.670031)  0.00
H (2.084342, -0.867910, 3.874762)  0.00
N (2.115070, 0.293562, -1.739156)  0.01
H (1.324472, -2.463496, 3.924131)  0.00
H (-2.488841, 3.417744, 1.589809)  0.00
H (1.900038, 3.722275, 0.385632)  0.00
Ru (-0.230048, 0.393576, 0.616229)  3.93
H (-5.759609, 1.581850, 2.898589)  0.00
C (1.947244, -1.843681, 1.975788)  0.01
H (0.314062, 3.567901, -0.369384)  0.01
O (1.911688, 1.497918, 1.690722)  0.05
C (-3.285276, 1.965049, 3.496971)  0.00
H (-3.471653, -0.660421, -1.533471)  0.00
H (4.728174, -2.504741, -1.202611)  0.00
C (3.140127, -2.562716, 0.250015)  0.00
H (3.515219, 3.090960, -2.602180)  0.00
H (-3.977418, 2.655674, 3.988953)  0.00
N (0.468018, -1.591463, -1.993517)  -0.03
N (2.196889, -1.699602, -0.167783)  0.00
H (-1.937636, -2.998630, -3.650039)  0.00
C (-1.671521, -1.775249, -1.804872)  -0.01
Se (-2.075427, -0.723278, 2.186054)  0.35
H (3.616247, -3.296960, 2.276482)  0.00
H (0.436554, -1.071318, 3.292058)  0.00
H (1.579836, -2.060325, -4.570465)  0.00
H (3.600170, -3.839717, -1.418174)  0.00
H (-1.316067, 1.878279, 3.458599)  -0.01
H (4.657047, 1.005069, -3.838835)  0.00
H (-5.352211, 3.189116, 2.287144)  0.00
C (-5.270467, 2.116499, 2.081253)  0.00
C (-3.102335, 2.710942, 1.045768)  0.02
C (1.381771, 3.617491, -0.570758)  -0.01
H (-5.431177, 1.986102, 0.134652)  0.00
H (-3.732201, 0.186395, 0.554466)  0.00
C (1.863226, 2.387883, -1.268141)  0.01
H (-3.344506, 1.009720, 4.020065)  -0.01
H (-4.537723, -0.301061, 2.029840)  0.01
C (2.921211, 2.286584, -2.190091)  0.00
C (-3.059976, -1.639299, -1.283959)  -0.01
H (-3.693532, -2.404243, -1.736260)  0.00
C (-1.289666, -2.466899, -2.967325)  0.01
N (1.377912, 1.176962, -1.014206)  0.08
C (3.054996, 0.938752, -2.454897)  0.00
H (1.590483, 4.499210, -1.177933)  0.00

Forces on atoms 1 to 3 (eV/Å):
0.17 -0.32 0.09
0.07 -0.07 -0.14
-0.06 0.07 0.00

Density functional theory data (wB97M-V/def2-TZVPD) for a molecular structure, C16H32NPSiTi at a distorted geometry.

Output
spin multiplicity = 3
charge = 0
relative energy (zero: lowest compared OMol25 entry of this formula, charge and spin) = 0.158 eV
LUMO level (spin up / spin down) = 0.46 / 0.34 eV
<S²> = 2.0177
frontier orbital gap (spin up / spin down) = 5.44 / 6.26 eV

Each line ends with the Mulliken spin population.
Element x y z (Å)
C (-1.007114, 1.579444, -1.387122)  0.03
H (-2.846516, 0.957756, 1.782152)  -0.01
P (2.107537, -1.314342, -0.025461)  -0.04
H (-1.185741, -0.222109, -2.990103)  0.00
H (3.186195, -0.840121, 2.093777)  0.00
H (-1.828884, -1.870459, -3.220369)  0.01
C (-0.715328, 2.744838, -2.111826)  -0.03
H (4.326102, -1.541845, 0.913302)  0.00
C (0.605505, 3.120702, -2.349885)  0.05
C (-2.434740, 1.110700, -1.380102)  0.00
H (0.837054, 3.972039, -2.990095)  0.01
H (-2.845925, -2.731146, -0.147567)  0.00
H (-0.575156, -0.903810, 2.059643)  0.15
H (-1.729984, 2.248980, 1.275421)  0.00
C (1.375923, 1.253897, -1.012464)  -0.11
C (0.045064, 0.872748, -0.780488)  0.07
H (1.192265, 1.988626, 1.484546)  -0.02
C (2.523247, 0.443822, -0.469448)  -0.03
C (2.667076, -2.307470, -1.436414)  0.00
H (2.692104, 2.661349, -1.932888)  0.00
H (-2.834057, -0.370700, 0.198716)  0.03
C (1.647349, 2.386867, -1.781631)  -0.03
H (0.639497, -2.338120, 0.004691)  0.02
H (-1.533609, -0.871230, 4.374005)  0.01
H (0.914560, 2.461878, 3.174526)  0.00
H (-0.127780, -1.619188, -2.693636)  -0.03
H (0.177428, -0.580219, 4.728370)  0.01
H (2.285344, -3.328718, -1.290049)  0.00
H (-3.045437, 1.803343, -0.768699)  0.00
H (3.327260, 0.373125, -1.219939)  0.00
C (-1.155640, -1.243393, -2.614960)  0.07
H (-1.029243, 0.698214, 5.073979)  0.00
H (1.930161, 1.051981, 2.799281)  0.00
Ti (-0.295717, -0.884577, 0.287577)  1.58
H (3.761278, -2.340336, -1.501280)  0.00
N (-1.611612, -1.315918, -1.212185)  0.01
H (-2.856596, 1.196136, -2.397555)  0.00
H (-2.506789, -3.109608, -1.873330)  0.00
C (-1.992923, 1.570229, 2.098137)  0.04
H (-1.538681, 3.321256, -2.537724)  0.00
H (2.962498, 0.922689, 0.427951)  0.01
C (-0.747947, -0.104792, 4.381802)  0.01
H (-3.618827, -0.735253, -1.359933)  0.00
Si (-0.524796, 0.542790, 2.640979)  0.00
H (3.137491, -2.585018, 1.756948)  0.00
H (2.241105, -1.911787, -2.366033)  0.00
C (-2.704350, -0.322382, -0.895831)  0.03
C (-2.077205, -2.708787, -0.935988)  0.05
H (-1.228770, -3.349402, -0.641574)  0.00
C (3.298090, -1.597710, 1.307302)  0.04
H (-2.306913, 2.169295, 2.964434)  0.00
C (1.026125, 1.595760, 2.497042)  0.10

Forces on atoms 1 to 3 (eV/Å):
1.20 0.92 -0.27
0.08 0.18 0.18
-1.35 3.24 0.95

Density functional theory data (wB97M-V/def2-TZVPD) for a molecular structure, C17H12NO5STc at a distorted geometry.

Output
spin multiplicity = 4
charge = +3
LUMO level (spin up / spin down) = -10.54 / -14.58 eV
<S²> = 3.7820
frontier orbital gap (spin up / spin down) = 5.89 / 4.15 eV

Each line ends with the Mulliken spin population.
Element x y z (Å)
C (2.070550, -0.487943, 1.808191)  -0.01
C (1.922957, 2.310654, 1.900704)  -0.01
H (0.180420, 2.107421, 0.600530)  0.00
C (-2.872991, -0.609431, 3.102491)  0.01
C (-3.906264, 0.375260, 1.149623)  0.24
C (2.908496, 1.626675, 2.614292)  0.02
O (2.491937, 1.851427, -2.700556)  0.09
C (-2.751695, 0.108925, 0.391036)  0.11
C (1.066453, 0.197430, 1.114590)  0.05
C (-1.712114, -0.853126, 2.365508)  0.24
C (-1.630393, -0.455099, 1.019153)  0.14
O (2.737006, -2.112819, -1.129768)  0.09
O (-0.781119, 1.673498, -4.758031)  0.00
H (3.722452, -0.315234, 3.153987)  0.00
H (3.609575, 2.188139, 3.217870)  0.00
N (-0.086983, 0.048006, -1.209071)  0.22
Tc (0.687074, -0.660976, -3.096244)  1.10
H (-2.912097, -0.916996, 4.147709)  0.00
H (-0.681701, 0.858795, -1.076952)  -0.01
H (-4.756433, 0.854633, 0.661056)  -0.01
C (-3.964136, 0.019283, 2.498593)  0.17
C (1.852868, 0.899195, -2.847917)  0.02
C (1.657243, -1.345797, -4.679249)  -0.08
C (-0.217627, 0.859113, -4.179912)  0.00
S (-0.078517, -0.797782, 0.166992)  0.03
C (0.981505, 1.594529, 1.147589)  0.01
H (2.087555, -1.582419, 1.729523)  0.00
H (-2.716715, 0.337453, -0.678317)  0.01
H (-4.866459, 0.224261, 3.066326)  0.01
C (2.979325, 0.233225, 2.578892)  0.01
H (1.849437, 3.400388, 1.937617)  0.00
H (-0.880662, -0.792619, -3.546920)  0.32
C (1.955020, -1.629708, -1.842849)  0.09
C (-0.395581, -2.565442, -2.959005)  0.04
H (-0.849600, -1.349526, 2.820266)  0.02
O (2.263244, -1.720967, -5.608710)  0.08
O (-0.962021, -3.572441, -2.879047)  0.01

Forces on atoms 1 to 3 (eV/Å):
-0.39 -0.43 -0.11
-0.66 -0.18 -0.48
0.40 0.01 0.32

Density functional theory data (wB97M-V/def2-TZVPD) for C15H18N2O2 in the gas phase.

Output
SMILES string = CCOc1ccccc1NC(=O)CCn1cccc1
spin multiplicity = 1
charge = 0
relative energy (zero: lowest compared OMol25 entry of this formula, charge and spin) = 1.671 eV
LUMO level = 0.81 eV
frontier orbital gap = 8.91 eV

Each line ends with the natural charge from an NBO analysis.
Element x y z (Å)
H (-0.973667, -4.637999, 1.290156)  0.21
H (-1.314923, 2.980766, -0.234454)  0.25
C (-1.636875, -2.682095, 0.698347)  -0.06
H (-3.570908, 2.783545, -1.224558)  0.21
H (4.195570, 0.734606, 0.380808)  0.21
H (1.347492, 0.861942, -1.991561)  0.22
O (-1.123819, -1.368568, 0.790646)  -0.52
C (-3.082813, 1.910418, -0.820145)  -0.23
C (-3.087146, -0.443463, -0.337484)  -0.29
H (1.903211, -3.284019, -0.987910)  0.22
C (2.758181, -1.429490, -0.217117)  -0.09
C (-1.184133, 0.914580, 0.256453)  0.17
C (2.381263, 1.478061, 1.299333)  -0.50
C (-0.636737, -3.608744, 1.371029)  -0.62
H (2.900077, 2.324023, 1.749818)  0.24
H (-3.594076, -1.394628, -0.377846)  0.22
H (-2.611313, -2.744409, 1.202024)  0.17
H (0.540240, -1.633052, -2.612462)  0.22
H (3.452497, -1.701414, 0.554479)  0.21
O (0.784078, 3.086726, 0.511453)  -0.61
C (3.181325, 1.004349, 0.070412)  -0.19
H (0.333438, -3.508258, 0.892204)  0.22
C (-1.818865, 2.029408, -0.263756)  -0.24
N (0.100839, 0.929713, 0.807200)  -0.62
C (1.651071, -0.074959, -1.567059)  -0.05
C (-3.710156, 0.681702, -0.859977)  -0.21
H (-1.764614, -2.958459, -0.356756)  0.18
H (0.404526, 0.004620, 1.083788)  0.42
H (-0.535405, -3.348969, 2.421564)  0.21
C (1.961372, -2.212927, -1.005857)  -0.30
N (2.572842, -0.128150, -0.568359)  -0.35
C (1.252885, -1.348785, -1.863627)  -0.31
C (-1.828669, -0.338589, 0.228315)  0.27
H (3.241662, 1.825648, -0.649026)  0.22
H (2.302688, 0.670244, 2.027954)  0.21
H (-4.692385, 0.584214, -1.297147)  0.21
C (1.002671, 1.941128, 0.841119)  0.68

Forces on atoms 1 to 3 (eV/Å):
-0.03 -0.13 0.01
0.03 0.02 0.02
-0.01 -0.43 0.04

- What is the charge in the first record?
  +1

- charge of number 4 (C16H32NPSiTi)?
  0